1.
This record from the OMol25 dataset describes a structure of composition C14H57B4ClN7O5V2 in a non-equilibrium geometry. The level of theory is wB97M-V/def2-TZVPD.

The spin multiplicity is 7. The value obtained for the HOMO-LUMO gap (alpha / beta) is 2.7 / 3.7 eV. As for the total charge: -1. The strongest force on any atom comes out at 9.177 eV/Å. The value obtained for the lowest unoccupied orbital energy (alpha / beta) is -1.4 / -0.4 eV. The expectation value of S² is 12.02. For the electronic energy, the calculation gives -102692.87622 eV.

Each line ends with the Mulliken charge.
Geometry (Å):
V1 5.53036 -22.11882 13.46566  1.308
V2 8.57671 -18.37586 18.33974  1.144
Cl1 4.08870 -20.11431 10.87858  -0.751
O1 3.96155 -14.83154 15.54875  -0.716
O2 2.77401 -22.13094 22.53536  -0.725
O3 8.44420 -22.65291 11.88787  -0.112
O4 11.21470 -17.38091 15.24152  -0.273
O5 3.06780 -24.59283 13.04706  -0.171
N1 2.40950 -15.27234 14.09971  -0.401
N2 2.86065 -22.92698 15.29028  -0.451
N3 4.58553 -22.01642 21.29101  -0.358
N4 2.97555 -16.87955 15.39945  -0.399
N5 3.86456 -23.91442 21.93986  -0.342
N6 7.42551 -24.63552 13.33979  -0.447
N7 8.81731 -15.76362 16.30614  -0.487
C1 10.95690 -16.02245 14.92987  -0.942
C2 1.67456 -24.45629 16.65983  -1.508
C3 9.46420 -15.73045 14.95986  0.399
C4 8.96900 -21.60424 11.12508  -0.856
C5 12.56171 -17.85473 15.44806  -0.764
C6 2.48627 -25.06291 11.75634  -0.744
C7 9.35163 -23.67701 12.21810  -0.854
C8 8.53849 -24.90795 12.40803  0.022
C9 3.12313 -15.62615 15.05609  0.661
C10 2.67426 -24.33139 15.50149  0.236
C11 3.75763 -22.69721 22.07861  0.696
C12 9.16175 -14.21219 14.68155  -1.534
C13 8.05762 -25.27230 10.92347  -1.278
C14 2.12946 -24.82786 14.10426  -0.844
B1 6.06962 -17.57557 20.16847  0.458
B2 7.25121 -20.07568 15.54899  0.825
B3 8.05392 -25.83056 18.90626  0.045
B4 9.82179 -21.33803 19.50160  0.575
H1 8.20197 -20.84414 10.97668  0.246
H2 6.85972 -25.47050 13.39245  0.219
H3 9.39603 -13.38295 15.34905  0.458
H4 8.06656 -19.37510 15.64185  -0.528
H5 1.20875 -24.28878 13.88120  0.373
H6 9.80218 -21.03640 11.53918  0.326
H7 6.49338 -16.59040 20.28717  -0.261
H8 5.38220 -22.42628 20.82471  0.162
H9 8.26063 -25.00596 18.24179  -0.281
H10 9.42811 -21.97833 10.21000  0.329
H11 10.00894 -24.07559 11.44532  0.386
H12 8.77908 -25.03102 10.14284  0.352
H13 9.06009 -14.84685 16.65356  0.227
H14 5.12408 -17.70692 20.67141  -0.166
H15 7.82082 -15.72745 16.14545  0.264
H16 6.63503 -20.12114 16.43357  -0.316
H17 1.49928 -24.68791 11.48559  0.309
H18 9.93888 -21.99998 18.65758  -0.200
H19 11.57092 -15.47014 15.64122  0.346
H20 6.72311 -18.29030 20.64425  -0.232
H21 1.96177 -23.86262 17.52769  0.460
H22 1.87806 -25.88765 14.14607  0.411
H23 9.98484 -23.50856 13.08917  0.444
H24 4.53894 -21.00908 21.34759  0.147
H25 2.40428 -26.14917 11.79421  0.332
H26 8.97048 -26.39977 18.89369  -0.197
H27 8.11221 -14.13066 14.39882  0.439
H28 7.17993 -26.33311 18.52175  -0.296
H29 0.67178 -24.10393 16.41819  0.362
H30 6.71712 -19.70913 14.68607  -0.377
H31 8.09107 -25.50312 19.93371  -0.224
H32 1.79319 -25.49737 16.96015  0.358
H33 7.58020 -21.07851 15.32463  -0.350
H34 9.20082 -25.68830 12.78285  0.452
H35 9.69231 -13.85798 13.79772  0.364
H36 3.63303 -17.25109 16.07011  0.237
H37 3.24884 -24.71372 11.06019  0.211
H38 2.54880 -14.40308 13.60466  0.240
H39 8.96288 -16.45576 14.31899  0.367
H40 8.76369 -21.12855 19.52933  -0.419
H41 12.98989 -17.14949 16.16038  0.320
H42 3.13524 -24.50151 22.31871  0.219
H43 5.93730 -17.83558 19.12966  -0.468
H44 10.41307 -20.45153 19.33197  -0.418
H45 7.93508 -24.69003 14.21011  0.246
H46 7.77961 -26.32495 10.87106  0.371
H47 4.61549 -24.28433 21.37473  0.187
H48 2.03461 -22.49552 14.90092  0.208
H49 1.90036 -15.94733 13.54721  0.180
H50 7.13057 -24.74857 10.69028  0.288
H51 3.60692 -24.83131 15.76285  0.338
H52 11.41961 -15.82022 13.96390  0.339
H53 2.02421 -17.14518 15.18850  0.196
H54 10.17646 -21.80602 20.40682  -0.182
H55 13.24610 -17.91868 14.60211  0.300
H56 2.93311 -22.49120 16.19854  0.234
H57 12.56594 -18.88659 15.79926  0.255



2.
This record from the OMol25 dataset describes a structure of composition C14H7AuN2O8S in a non-equilibrium geometry. The level of theory is wB97M-V/def2-TZVPD.

The spin multiplicity is 3. As for the energy above the lowest of the compared OMol25 structures with the same formula, charge and spin: 0.0 kJ/mol. The value obtained for the HOMO-LUMO gap (alpha / beta) is 9.4 / 5.5 eV. The strongest force on any atom comes out at 3.476 eV/Å. The value obtained for the lowest unoccupied orbital energy (alpha / beta) is -0.6 / -4.3 eV. The expectation value of S² is 2.01. For the electronic energy, the calculation gives -48514.13851 eV.

Each line ends with the Mulliken charge.
Geometry (Å):
Au1 12.78921 4.21071 7.36766  0.765
S1 10.40658 3.73025 5.13125  1.124
O1 9.95096 3.13439 8.79290  -0.547
O2 14.83500 4.59830 7.20962  -0.720
O3 11.11470 5.60659 9.84124  -0.492
O4 11.00933 4.72436 4.28031  -0.585
O5 11.37543 5.74334 12.11248  -0.307
O6 16.92490 4.75715 8.13037  -0.669
O7 15.90644 4.30931 13.12238  -0.519
O8 10.41324 2.33410 4.73643  -0.601
N1 11.02539 3.62173 6.74591  -0.244
N2 13.71694 5.03460 9.64726  -0.485
C1 15.88509 4.51027 10.64602  -0.379
C2 13.19292 5.10066 10.83509  0.129
C3 15.27903 4.46867 11.91770  0.658
C4 8.78464 4.13145 7.07817  0.641
C5 11.68178 5.49224 10.92101  0.462
C6 15.67028 4.71156 8.18295  0.532
C7 7.71928 4.61378 4.93444  -0.381
C8 15.02672 4.75510 9.54951  0.193
C9 13.90704 4.83863 12.01370  -0.374
C10 8.80785 4.28133 5.68302  0.153
C11 7.61408 4.35165 7.81304  -0.605
C12 6.49591 4.77950 5.60810  -0.537
C13 9.99119 3.61089 7.65044  0.344
C14 6.47155 4.60088 6.99510  -0.391
H1 5.57888 4.94999 5.03681  0.376
H2 16.90445 4.15798 13.05487  0.337
H3 16.97255 4.33230 10.49421  0.402
H4 5.49709 4.77746 7.52450  0.307
H5 13.44537 4.98804 12.95392  0.538
H6 7.57199 4.22048 8.90475  0.458
H7 7.80233 4.75996 3.84600  0.420



> Among the records above, which one has the highest strongest force on any atom?

C14H57B4ClN7O5V2